Entry 1:
A molecular structure, C55H50Br2F5LaO4P2S3 at a distorted geometry, computed with ωB97M-V/def2-TZVPD.

The total charge is +2. As for the spin multiplicity: 1.

Geometry (Å):
La: -1.14 -0.11 -0.78
O: -1.58 2.32 1.75
S: -0.61 1.20 1.94
C: 0.75 1.96 2.88
C: 0.58 3.25 3.35
C: 1.62 3.86 4.03
C: 2.83 3.20 4.19
C: 3.01 1.92 3.70
C: 1.97 1.26 3.04
P: 2.08 -0.44 2.38
C: 3.36 -1.04 3.55
C: 3.07 -0.85 4.91
C: 4.00 -1.17 5.88
C: 5.23 -1.69 5.51
C: 5.51 -1.93 4.17
C: 4.58 -1.61 3.19
C: 3.13 -0.14 0.90
C: 3.58 1.12 0.53
C: 4.54 1.25 -0.45
C: 5.05 0.13 -1.09
C: 4.55 -1.13 -0.77
C: 3.60 -1.27 0.22
C: -1.32 0.21 3.26
C: -1.68 0.86 4.43
C: -2.40 0.18 5.40
C: -2.79 -1.13 5.17
C: -2.43 -1.78 4.00
C: -1.66 -1.13 3.03
P: -1.02 -2.05 1.57
C: 0.18 -3.17 2.40
C: 0.74 -4.22 1.66
C: 1.59 -5.12 2.27
C: 1.89 -5.01 3.62
C: 1.32 -3.98 4.36
C: 0.48 -3.07 3.75
C: -2.34 -3.31 1.27
C: -3.24 -3.07 0.24
C: -4.24 -3.98 -0.08
C: -4.35 -5.15 0.66
C: -3.45 -5.41 1.69
C: -2.45 -4.50 1.99
H: -0.36 3.75 3.18
H: 1.49 4.85 4.44
H: 3.64 3.69 4.72
H: 3.96 1.42 3.83
H: 2.12 -0.41 5.20
H: 3.78 -1.00 6.92
H: 5.98 -1.91 6.26
H: 6.46 -2.34 3.88
H: 4.82 -1.77 2.15
H: 3.21 2.00 1.03
H: 4.91 2.24 -0.71
H: 5.83 0.23 -1.83
H: 4.93 -2.00 -1.29
H: 3.26 -2.25 0.51
H: -1.41 1.89 4.56
H: -2.66 0.68 6.32
H: -3.39 -1.65 5.90
H: -2.75 -2.80 3.82
H: 0.49 -4.34 0.61
H: 2.00 -5.94 1.69
H: 2.56 -5.71 4.09
H: 1.53 -3.89 5.41
H: 0.05 -2.28 4.35
H: -3.17 -2.14 -0.31
H: -4.93 -3.78 -0.89
H: -5.14 -5.86 0.44
H: -3.53 -6.32 2.25
H: -1.74 -4.74 2.77
O: 0.72 0.08 -2.31
S: 1.54 -0.05 -3.58
C: 0.34 0.04 -4.96
C: -0.22 1.44 -5.22
C: -1.47 1.46 -6.09
C: -2.63 0.63 -5.55
S: -3.14 0.87 -3.80
O: -1.91 0.67 -2.92
C: -3.41 2.64 -3.85
C: -2.60 3.49 -3.12
C: -2.93 4.83 -3.05
C: -4.07 5.30 -3.69
C: -4.87 4.43 -4.42
C: -4.55 3.09 -4.49
C: 2.27 1.59 -3.81
C: 3.23 1.81 -4.78
C: 3.75 3.09 -4.92
C: 3.31 4.12 -4.10
C: 2.36 3.88 -3.12
C: 1.84 2.60 -2.98
H: -0.45 -0.65 -4.66
H: 0.86 -0.36 -5.83
H: 0.54 2.05 -5.71
H: -0.46 1.89 -4.27
H: -1.24 1.08 -7.09
H: -1.79 2.50 -6.21
H: -2.43 -0.44 -5.65
H: -3.54 0.86 -6.10
H: -1.73 3.09 -2.61
H: -2.32 5.51 -2.48
H: -4.34 6.35 -3.61
H: -5.77 4.80 -4.90
H: -5.18 2.40 -5.04
H: 3.57 1.01 -5.42
H: 4.51 3.29 -5.66
H: 3.72 5.12 -4.21
H: 2.03 4.68 -2.48
H: 1.11 2.36 -2.22
Br: -2.56 -2.33 -3.11
C: -1.44 -3.84 -2.63
Br: 0.18 -3.12 -1.85
H: -1.18 -4.41 -3.52
H: -1.96 -4.44 -1.89
O: -0.46 2.50 -0.60
H: 0.16 3.23 -0.66
H: -1.08 2.74 0.13
F: -3.19 1.83 -0.34
C: -3.43 0.44 -0.34
F: -3.48 0.11 1.02
C: -4.85 0.27 -0.90
F: -5.15 1.26 -1.76
F: -5.82 0.18 -0.01
F: -4.88 -0.88 -1.64

Results of the Löwdin charge analysis, in e, for atoms 1 through 8: La 1.774; O -0.475; S 0.862; C -0.353; C -0.070; C -0.044; C -0.039; C -0.069



Entry 2:
C4H11NO in the gas phase at a distorted geometry, computed with ωB97M-V/def2-TZVPD.

The total charge is 0. Its structure (SMILES) is CC(C)NCO. As for the spin multiplicity: 1. The energy above the lowest of the compared OMol25 structures with the same formula, charge and spin is 239.59 kJ/mol.

Geometry (Å):
C: 1.44 -0.93 0.35
C: 0.71 0.36 0.35
C: 0.59 1.05 -1.02
N: -0.62 0.40 0.97
C: -1.55 -0.58 0.67
O: -2.41 -0.39 -0.51
H: 1.48 -1.12 1.36
H: 2.42 -0.67 -0.20
H: 1.02 -1.87 -0.22
H: 1.19 0.94 1.05
H: 1.39 0.68 -1.94
H: 0.63 2.13 -0.94
H: -0.31 0.91 -1.60
H: -0.92 1.37 0.93
H: -2.24 -0.67 1.52
H: -0.99 -1.58 0.44
H: -1.83 -0.02 -1.21

Results of the Löwdin charge analysis, in e, for atoms 1 through 8: C -0.084; C -0.467; C -0.063; N -0.042; C -0.302; O -0.092; H 0.050; H 0.111



| no. | DFT total energy (eV) |
| --- | --- |
| 1 | -271640.87529 |
| 2 | -7862.07042 |